Molecular formula: C43H42BrCrN6O2P2S3
Method: DFT, ωB97M-V with the def2-TZVPD basis set

Output
Charge = 0
Spin multiplicity = 4
Largest force on an atom = 0.8 eV/A
⟨S²⟩ = 3.822
HOMO energy (spin up / spin down) = -7.312 / -7.342 eV
LUMO energy (spin up / spin down) = -0.3 / 0.4 eV
Relative energy (zero: lowest compared OMol25 entry of this formula, charge and spin) = 0.00 kJ/mol

Each line ends with the Mulliken charge.
Geometry (Å):
H  -2.6712  1.5937  0.3399  -0.9654
O  -3.4100  -2.7665  -0.8008  -0.9587
C  -2.4047  -4.0518  -5.6678  1.0423
C  4.0693  -3.6306  4.3680  -0.5117
H  -4.1472  1.3384  -4.3222  0.4308
C  0.4226  1.9048  3.0120  -0.5591
H  -5.1242  -0.3769  3.4193  0.3422
H  2.0174  -4.2709  4.3731  0.4471
H  0.2045  5.2519  -3.9451  0.4300
O  -1.8658  -4.6950  -0.6220  -0.7619
P  -0.5731  1.4117  -0.9062  1.8787
C  -1.8014  2.2373  0.1760  -1.0104
H  2.3461  5.3702  -0.2411  0.4971
H  0.3008  -0.3516  -2.9630  0.2280
C  5.9288  1.7887  1.1235  -0.8495
C  -2.4345  0.1777  -4.8917  -0.4998
C  -4.6485  -0.0483  1.3516  -0.5540
C  -0.0533  3.5650  -2.6499  -0.7225
C  -1.0272  2.4653  1.4416  0.1524
H  4.8535  4.4539  2.9087  0.4442
H  3.2275  -4.4819  0.1337  0.4933
P  2.3955  0.1866  2.3923  1.6338
C  0.2065  -2.7468  -0.4640  -0.2205
C  2.7103  -3.4764  4.1283  -0.9056
C  -3.8245  1.3248  3.2298  -0.4441
C  -2.6460  1.3183  -2.7901  -0.2410
H  -2.1316  3.1710  -0.2794  1.0077
C  3.1130  -1.2740  3.2207  0.7692
C  -1.3121  -4.5303  -4.9369  -0.8160
S  -0.8848  -1.2368  2.1735  -0.4242
H  -0.7103  3.0599  -3.3442  0.3247
C  -3.3091  -3.1040  -3.6402  -0.1762
Cr  0.7316  0.0480  0.5914  0.4624
H  1.4530  3.1805  0.3582  0.1504
C  5.9369  3.0521  1.7005  -0.6449
H  5.1668  -0.6372  3.2397  0.4318
H  -0.6321  -0.9550  -5.1722  0.4165
C  0.2818  2.9641  -1.4399  0.8934
H  1.7278  6.4346  -2.3938  0.3898
C  -1.2441  3.3212  2.4976  -1.1924
H  -0.4022  -4.7176  -3.0094  0.3296
C  -3.1709  0.9742  -4.0286  -1.0145
C  4.4716  -1.4316  3.4747  -0.5671
H  -1.7592  0.9076  3.5812  0.1090
H  -5.9003  1.0520  2.7216  0.4278
H  -0.2149  3.4124  4.4854  0.5067
C  2.2364  -2.3095  3.5527  -0.3597
C  -2.3863  -0.3967  2.2164  -0.0800
C  -2.2273  -3.5923  -2.9244  -0.0357
N  0.0256  1.6258  1.7273  2.6533
H  1.1771  -2.2125  3.3538  0.3438
C  4.9453  -2.6065  4.0448  -0.7630
C  -0.3195  2.9568  3.5119  -1.4255
C  2.3707  -2.4897  0.1390  -1.1722
H  -3.2086  1.9646  -2.1270  0.3526
C  1.6674  4.8711  -0.9211  -0.9413
C  -1.2320  -4.3153  -3.5756  -0.5075
C  -0.6685  0.0239  -3.2695  -0.2554
C  4.8546  0.9400  1.3288  -0.3252
H  -5.3926  -0.7493  0.9796  0.4455
C  -3.4033  -3.3426  -5.0004  -0.8201
C  -4.9819  0.4676  2.7422  -0.8387
H  -3.2021  -1.4982  0.7413  0.1023
H  -2.8383  -0.0800  -5.8623  0.4212
H  -4.6039  0.7897  0.6481  0.1608
H  2.9433  2.9619  3.2626  0.2933
C  0.4684  4.8064  -2.9942  -0.7975
H  -1.9808  4.1094  2.5421  0.6424
C  -1.1904  -0.3072  -4.5088  -0.7874
H  -0.5385  -5.0955  -5.4444  0.3110
N  -2.5857  0.5685  3.1076  0.0579
N  -0.9948  -2.3392  -0.8522  0.0873
H  4.8459  -0.0303  0.8507  0.3667
C  2.3912  -3.8184  -0.0071  -0.5900
S  0.8165  -4.4024  -0.4142  -0.1548
H  6.7506  1.4711  0.4949  0.4591
C  1.1561  3.6293  -0.5799  -0.2272
H  2.0057  1.4832  4.4407  0.6231
H  6.0048  -2.7166  4.2378  0.4169
H  6.7775  3.7155  1.5423  0.3932
N  -3.3641  -0.7332  1.3890  0.3073
H  0.8563  0.1682  4.1759  0.6135
C  3.7829  1.3322  2.1334  0.3224
H  -4.0792  -2.5560  -3.1158  0.5187
N  1.1477  -1.8725  -0.0696  1.2969
C  -1.3860  0.8612  -2.4174  0.4717
H  -4.2579  -2.9750  -5.5576  0.3102
C  4.8622  3.4634  2.4726  -0.8061
H  -1.6844  -4.6003  -7.5137  0.1937
Br  2.5420  0.6451  -1.0250  -0.4945
H  -3.9510  1.5996  4.2763  0.4377
C  1.3912  0.9886  3.6896  -1.9569
C  1.3243  5.4657  -2.1284  -0.6809
S  -2.1550  -3.3907  -1.1726  1.1148
H  -3.7514  2.2483  2.6484  0.1963
N  -2.5129  -4.3184  -7.0221  -0.5474
H  -3.1647  -3.7743  -7.5571  0.1955
H  3.2236  -1.8782  0.3819  0.3006
C  3.7886  2.6080  2.6886  -0.4425
H  4.4431  -4.5474  4.8060  0.4005

Molecular formula: C8H11N2O3S
Method: DFT, ωB97M-V with the def2-TZVPD basis set

Output
Charge = +1
Spin multiplicity = 1
Largest force on an atom = 4.7 eV/A
HOMO energy (spin up / spin down) = -12.682 / -12.682 eV
LUMO energy (spin up / spin down) = -5.0 / -5.0 eV
Relative energy (zero: lowest compared OMol25 entry of this formula, charge and spin) = 340.04 kJ/mol

Each line ends with the Mulliken charge.
Geometry (Å):
H  -0.2397  1.1415  -1.9593  0.5001
H  1.0594  2.6214  1.6979  0.2439
H  1.0815  -2.5732  2.9654  0.3787
O  -1.7349  -1.9351  -1.0931  -0.5434
N  1.2477  2.0392  2.4753  -0.1707
C  1.2875  0.8302  2.0841  -0.1974
O  0.3794  1.6757  0.0590  -0.6652
H  -0.1033  0.0169  -4.1544  0.3039
H  -2.9873  0.0460  -3.2472  0.2730
C  0.6682  0.6910  0.7041  1.0008
C  1.1471  -1.6611  2.3590  -0.6692
C  0.5570  -1.7132  1.1765  -0.1432
H  -0.9909  -1.3148  -3.6290  0.2364
S  -1.4627  -0.5798  -0.8085  1.1517
C  -0.9814  0.3409  -2.1988  -0.1347
H  0.3764  -2.6742  0.7721  0.4361
H  -2.0452  1.6897  -3.7805  0.2559
C  -0.8817  -0.2464  -3.5525  -0.5302
C  1.7532  -0.4119  2.8918  -0.2809
C  -2.0467  0.6261  -3.2812  -0.5242
N  0.2649  -0.5899  0.4858  -0.3719
H  1.6169  2.4442  3.3919  0.3041
H  2.8465  -0.4356  2.5852  0.2881
O  -2.3460  0.1890  0.0180  -0.5366
H  1.5341  -0.2164  4.0384  0.3948

Molecular formula: C8H11NO2
Method: DFT, ωB97M-V with the def2-TZVPD basis set

Output
Charge = 0
Spin multiplicity = 1
Largest force on an atom = 5.2 eV/A
HOMO energy = -9.105 eV
LUMO energy = 0.7 eV
Relative energy (zero: lowest compared OMol25 entry of this formula, charge and spin) = 362.82 kJ/mol

Each line ends with the Mulliken charge.
Geometry (Å):
C  0.6813  1.9745  1.2146  -0.7510
H  -2.6328  0.2439  -1.5430  0.4316
O  -3.0741  -1.8555  1.2075  -0.6484
C  0.5427  0.0907  -0.4333  1.3487
H  1.0891  2.6694  0.4267  0.3190
C  1.7278  -0.0104  -1.3867  -1.7049
C  -0.6088  0.8086  -1.1043  -0.6898
C  -1.9295  -1.5732  0.7849  0.3346
C  -0.5144  -1.5878  1.3653  -0.4408
H  -0.0707  -2.3360  2.0747  0.3721
H  2.4088  0.7307  -1.0636  0.4525
O  1.0580  0.6739  0.7593  -0.4640
H  -0.3093  1.7422  -1.4698  0.6145
H  1.3631  2.2163  2.0318  0.2879
N  -1.4910  -1.2430  -0.4686  -0.0437
H  -0.4989  -0.6070  1.8327  0.1035
C  -1.6338  -0.0298  -1.2485  -0.7214
H  0.4891  -2.0292  -0.6282  0.5817
H  2.4690  -0.8023  -1.4160  0.3729
C  -0.0643  -1.3502  -0.0883  -0.4898
H  -0.3593  2.0066  1.4848  0.2956
H  1.3578  0.2676  -2.3322  0.4390

Molecular formula: C33H47BBr5IrN3O3S5Si
Method: DFT, ωB97M-V with the def2-TZVPD basis set

Output
Charge = -1
Spin multiplicity = 1
Largest force on an atom = 0.7 eV/A
HOMO energy (spin up / spin down) = -5.363 / -5.362 eV
LUMO energy (spin up / spin down) = 1.2 / 1.2 eV
Relative energy (zero: lowest compared OMol25 entry of this formula, charge and spin) = 72.36 kJ/mol

Each line ends with the Mulliken charge.
Geometry (Å):
H  0.4249  -2.6998  1.8308  0.3231
H  -3.7296  1.8503  0.6712  -0.0382
H  4.1260  -2.3222  1.1843  0.3199
C  0.3528  -5.6412  -1.0020  -1.7969
S  -6.7027  2.2602  -3.6092  -0.2461
C  -4.0752  5.1389  -1.9877  -0.1840
H  -1.1065  -2.4980  -0.9285  0.1232
S  -3.8367  2.7039  -2.9422  0.0689
C  1.6713  1.8852  2.6574  -1.1415
H  -0.8367  -4.4864  -3.1539  0.6114
H  2.4713  -5.7383  0.8516  0.2831
Si  1.8534  -3.2093  -0.7607  -0.7430
H  -5.1601  2.3767  1.5504  0.4871
O  -1.8131  0.6068  4.6568  -0.6787
H  -3.7786  3.8837  2.9838  0.3660
C  3.1718  -2.4465  1.6914  -1.8356
Br  4.2174  0.9778  -2.6124  -0.0382
Br  2.6444  6.7939  -0.0275  -0.1526
C  -3.1745  4.1728  -2.2719  0.1855
H  -4.0123  -0.6021  3.8424  0.3103
H  0.3759  -5.8165  0.0739  0.3024
C  -1.9114  1.3939  3.7253  0.2978
C  3.0385  -4.8937  1.2468  -1.8145
O  0.9245  4.3869  -0.6129  -0.6993
H  3.8276  -5.4894  -1.3747  0.2664
C  2.2975  -3.5568  1.0847  2.5046
H  2.6711  1.9347  3.0648  0.5323
Br  5.8095  6.2166  -0.9363  -0.2030
C  3.1674  5.1592  -0.8099  -0.3510
H  2.3063  -3.1055  -3.8677  0.2911
C  -4.1591  2.6786  1.2387  -0.0495
H  -2.3356  3.4444  2.1078  0.4878
C  4.4916  4.8863  -1.1737  0.4469
C  4.8192  3.6453  -1.7121  -0.1550
H  -4.3562  -0.2321  -1.3217  -0.1712
C  3.1201  -2.6834  -3.2834  -1.6647
C  -3.1727  6.4076  0.2986  -0.4322
H  -2.3212  5.7302  0.2740  -0.0538
H  0.0665  -2.9731  -3.1854  0.3483
H  4.9441  -3.3586  -0.4433  0.3567
H  4.5027  -4.9667  -2.9178  0.5485
H  0.9029  -4.5185  -3.4255  0.3935
O  1.5020  2.0847  -1.7775  -1.2498
H  -2.8478  7.3652  0.7041  0.3831
H  -4.2615  3.5284  0.5611  -0.1590
N  -1.5212  1.2697  -1.3570  -0.0034
C  -0.7773  1.7484  1.5224  -0.5491
H  1.3094  -3.6893  2.9957  0.6075
C  2.4957  2.9515  -1.5825  -0.0077
C  -0.6933  1.6810  2.8940  0.5627
C  0.1107  -4.0174  -2.8692  -2.1996
H  4.0142  -4.8858  0.7595  0.2971
H  -5.0099  0.1663  2.6014  0.2550
H  2.7923  -5.3659  -2.7988  0.2811
H  -5.6711  -0.1196  4.2183  0.3846
C  1.5008  1.9602  1.2834  -0.0478
C  3.6224  -4.8978  -2.2687  -1.7987
S  -5.7454  4.7662  -2.3345  -0.1362
H  2.9048  -1.6273  -3.1308  0.0779
H  -1.7208  1.6479  1.0086  0.3029
C  -3.3002  3.0653  2.4358  -1.1887
H  4.0322  -2.7609  -3.8868  0.5180
N  0.2861  1.9276  0.7289  0.0427
C  0.5655  1.7663  3.4765  -0.5538
C  -5.4972  3.1941  -3.0063  0.1075
H  0.3932  -4.4629  1.7064  0.3202
C  -4.7720  0.1577  3.6654  -1.0740
C  -4.2699  1.5178  4.1290  -0.8483
H  -5.0402  2.2791  3.9979  0.4111
Br  1.3504  -1.0089  -0.8002  0.0428
H  -3.1122  -1.4006  -0.2513  -0.2082
C  3.3487  -3.4187  -1.9531  2.6143
C  2.1724  4.2056  -0.9928  0.7155
H  -3.9787  6.0102  0.9141  0.1950
H  2.6574  -1.4854  1.6791  0.2314
S  -1.4562  4.4639  -2.0244  -0.4088
S  -3.7515  6.7562  -1.3798  -0.0771
C  0.2816  -4.1446  -1.3481  2.8352
H  -0.5440  -6.1364  -1.3901  0.5228
H  -1.8638  -4.0608  -1.1611  0.5888
B  -3.2852  -0.8078  -1.2997  0.5365
H  5.4314  -2.8739  -2.0639  0.5698
H  4.4827  -1.7664  -1.0716  0.2790
C  4.6178  -2.8182  -1.3316  -2.0861
H  1.2190  -6.1380  -1.4442  0.2883
Br  6.6027  3.2442  -2.1870  -0.1897
H  -3.1386  -1.5286  -2.2614  -0.2121
Ir  -0.2366  2.7975  -1.0769  1.7142
H  -1.0483  -3.6990  0.3537  0.2224
H  2.3399  2.0466  0.6090  0.5054
H  3.2097  -5.0829  2.3126  0.5360
C  -2.2059  0.3404  -1.3569  -0.1793
N  -3.0938  1.9655  3.3814  0.3431
H  3.3810  -2.7013  2.7368  0.5302
C  1.0235  -3.6063  1.9411  -2.0964
C  3.8214  2.6752  -1.9004  0.1949
H  -4.0088  1.4783  5.1869  0.4445
C  -0.9940  -3.5603  -0.7237  -2.0919
H  0.6603  1.7081  4.5529  0.4986